121
Properties=species:S:1:pos:R:3:forces:R:3:lowdin_charge:R:1 method="wB97M-V/def2-TZVPD" homo_lumo_gap_ev=5.622 lumo_energy_ev=2.1 charge=-1 spin_multiplicity=1 e_homo_ev=-3.521 total_energy_ha=-3610.0275 e_above_lowest_kcal_mol=14.7
Rb 0.537734 -1.736007 0.754674 0.1 -0.8 0.1 0.90
P 2.538434 -1.272507 -2.750326 1.2 -0.2 -0.3 1.05
P -2.104366 -0.192007 2.363274 -0.5 -0.1 0.4 1.13
P -0.277966 1.631393 -0.483726 -0.2 1.1 0.0 1.12
O -1.458666 2.497593 1.866274 0.0 0.4 0.5 -0.03
N -0.287766 -0.686207 -1.559126 -0.2 -0.5 -0.5 -0.15
C -1.204466 2.272593 -2.974226 0.0 0.0 0.0 -0.12
C 1.443134 1.727893 0.163174 0.0 -0.2 0.0 -0.33
C -1.347566 5.221593 4.023974 -0.1 0.0 -0.1 -0.01
C -4.168466 1.166193 3.821474 0.0 0.1 -0.1 -0.06
C 3.275734 -2.474307 -1.577726 0.0 0.2 0.0 -0.36
C -1.385566 5.979193 0.773674 0.1 -0.1 -0.1 -0.03
C -0.499666 -3.896607 -4.867226 -0.2 -0.1 -0.1 -0.10
C 3.053834 0.927793 1.778074 0.2 0.0 0.2 -0.08
C -1.165566 2.485293 -4.339226 -0.1 0.0 -0.1 -0.09
C -3.036566 1.249893 3.026774 0.5 0.3 -0.2 -0.27
C -3.089466 3.680493 3.203674 0.1 0.1 -0.2 -0.09
C 4.906534 -2.369807 -4.173726 -0.1 0.0 -0.1 -0.11
C -3.968066 -2.345407 -0.550126 -0.1 -0.1 -0.1 -0.08
C 1.644934 -3.843607 2.415474 0.9 -0.3 0.2 -0.29
C -4.766466 2.319993 4.288474 -0.1 0.1 0.1 -0.07
C -4.912866 -0.145607 -0.645126 -0.1 0.0 -0.2 -0.09
C 0.685034 -3.772107 -5.573626 0.0 -0.1 -0.1 -0.10
C -3.393966 6.162793 2.917774 0.1 -0.2 0.0 -0.04
C 5.746234 0.154693 -4.940926 0.2 0.1 -0.1 -0.11
C -1.677566 4.886593 1.580874 -0.1 -0.2 0.2 -0.10
C -0.716366 -3.172307 -3.696826 -0.1 0.1 0.2 -0.03
C 0.644634 -3.347807 3.250874 0.0 0.3 0.9 -0.27
C 2.402834 2.615293 -0.320826 0.0 0.0 0.1 -0.09
C 4.107534 -1.931707 -0.601926 0.0 0.0 0.0 -0.10
C -0.052966 1.923593 -2.274226 0.0 -0.1 0.0 -0.40
C 4.689534 -4.127707 0.159974 0.1 0.0 0.1 -0.10
C -2.613466 -1.316607 3.718874 0.0 -0.1 -0.1 -0.40
C 3.680234 2.625093 0.207374 0.1 0.1 0.0 -0.07
C -0.718866 5.812893 -0.428126 0.0 0.2 0.0 -0.08
C 1.134334 1.753893 -2.973426 -0.1 0.2 0.1 -0.13
C 4.565334 -0.009907 -4.241126 -0.1 -0.1 0.0 -0.12
C -1.247866 3.636993 1.143674 0.2 0.6 -0.7 -0.20
C -4.119766 0.244593 0.419174 0.1 0.0 0.1 -0.08
C -4.843266 -1.439107 -1.132126 0.0 -0.1 0.0 -0.09
C 6.103234 -2.212607 -4.847826 0.2 -0.2 -0.1 -0.10
C -3.251166 -0.663007 1.017874 0.1 0.0 -0.1 -0.37
C -3.232866 -2.886907 5.929074 -0.1 0.0 0.1 -0.09
C 6.530534 -0.949907 -5.226626 0.1 0.1 -0.1 -0.12
C 1.776934 0.917893 1.242074 -0.1 0.2 0.1 -0.18
C -0.346566 -4.554007 1.612674 -0.5 -0.4 -0.2 -0.25
C -4.221266 3.560293 4.001174 0.1 -0.1 0.0 -0.02
C 0.320134 -2.392707 -3.216526 0.1 -0.2 -0.6 -0.25
C 4.807934 -2.751507 0.265274 0.1 0.0 0.1 -0.09
C 0.541334 -1.534407 -2.045226 -0.9 0.0 -0.1 -0.46
C 3.135334 -3.856507 -1.654426 0.0 0.1 0.1 -0.09
C 3.845634 -4.674307 -0.791126 0.1 -0.1 0.0 -0.10
C 4.125034 -1.267607 -3.846926 -0.2 0.1 0.2 -0.32
C 1.032634 -4.593307 1.404074 0.5 -0.5 -0.4 -0.26
C -0.340166 4.552793 -0.859326 0.0 0.1 0.1 -0.08
C 4.016834 1.770993 1.246974 0.0 -0.1 0.1 -0.09
C 1.731734 -2.980807 -5.095126 0.1 0.0 0.1 -0.07
C -1.798466 -1.304207 4.846374 0.0 -0.1 -0.2 -0.11
C -0.598266 3.438293 -0.076526 -0.2 -0.3 0.2 -0.24
C -3.756666 -2.107107 3.718974 0.2 0.0 -0.1 -0.11
C 1.558834 -2.358407 -3.876626 -0.4 0.3 0.1 -0.28
C 0.031134 2.343693 -5.024426 0.0 0.0 -0.1 -0.10
C -0.589766 -3.788407 2.758474 -0.6 0.0 0.4 -0.26
C -3.170666 -1.958807 0.510774 0.1 0.1 0.0 -0.11
C -2.396766 5.000693 2.916374 0.1 0.1 0.1 -0.43
C -2.522666 2.508993 2.710474 -0.7 -0.5 0.4 -0.21
C 1.173134 1.969593 -4.339526 0.1 0.0 -0.2 -0.08
C -2.102766 -2.084807 5.944874 0.0 -0.1 0.1 -0.08
C -4.062266 -2.887207 4.820874 -0.1 -0.1 0.0 -0.08
H -1.096066 -5.094207 1.039174 0.1 0.1 0.0 0.08
H -4.589266 0.202793 4.066674 0.0 0.0 0.0 0.10
H -1.450766 -2.094207 6.806174 0.1 0.0 0.1 0.10
H -2.479166 -2.663207 0.960974 0.0 -0.1 0.0 0.09
H -0.632166 4.401193 4.037274 0.1 -0.1 0.0 0.10
H -2.065566 2.758293 -4.873226 -0.1 0.0 0.0 0.10
H 4.215934 -0.853807 -0.558026 0.1 0.1 0.1 0.10
H -4.141966 6.017593 2.141074 -0.1 0.0 -0.1 0.10
H 2.153234 3.312793 -1.107026 0.0 0.0 -0.1 0.10
H 0.802134 -2.776307 4.162674 0.0 0.0 -0.1 0.08
H 3.296834 0.284693 2.617874 0.0 0.0 -0.1 0.11
H -5.658766 2.256893 4.892574 -0.1 0.0 0.1 0.10
H 0.149834 4.445893 -1.816626 0.0 -0.1 -0.1 0.10
H 2.715234 -3.724807 2.569174 -0.2 0.0 -0.1 0.08
H -1.665966 6.975793 1.079674 -0.1 0.0 0.0 0.10
H -3.465266 -3.516507 6.775574 0.0 0.0 0.1 0.10
H -1.546966 -3.681807 3.252674 0.0 0.1 -0.1 0.07
H -0.805666 6.149993 3.853774 0.1 0.1 0.0 0.09
H -4.173366 1.262493 0.779074 0.0 0.1 0.1 0.10
H -1.664666 -3.228607 -3.172926 0.0 0.0 0.0 0.10
H 6.071334 1.141093 -5.248226 0.0 0.1 0.0 0.09
H -2.135966 2.384393 -2.431526 -0.1 0.0 0.0 0.11
H 2.484134 -4.301607 -2.396226 -0.1 0.0 0.0 0.11
H -5.589166 0.565693 -1.100326 0.0 0.0 0.0 0.10
H -1.275166 -4.557007 -5.238526 0.0 0.0 0.0 0.09
H -4.390766 -2.135307 2.844674 -0.1 0.0 0.0 0.11
H 5.019034 1.779493 1.653674 0.0 0.0 0.0 0.10
H 3.958734 0.848593 -3.980426 0.0 0.1 0.0 0.07
H 5.255134 -4.772607 0.819574 0.0 0.0 0.1 0.10
H 5.460634 -2.323507 1.014774 0.0 0.1 0.0 0.10
H -5.461266 -1.738807 -1.966726 0.0 0.0 0.0 0.10
H 1.011234 0.291393 1.685774 0.3 0.7 0.2 -0.01
H 7.475534 -0.826707 -5.737626 0.1 0.0 -0.1 0.09
H -2.885966 7.106893 2.746274 0.0 0.1 0.0 0.07
H -1.836366 5.271993 4.995974 0.0 0.0 0.1 0.09
H 1.538434 -5.157807 0.629374 0.0 0.2 0.0 0.07
H 4.574234 -3.360107 -3.889426 0.0 -0.1 0.1 0.10
H 0.811134 -4.315507 -6.503226 0.0 0.0 0.0 0.09
H -1.212266 -0.663507 -2.017226 0.0 0.0 -0.1 0.06
H 2.657034 -2.898207 -5.653026 0.0 0.0 0.0 0.10
H -0.905166 -0.696307 4.834574 0.1 0.0 0.1 0.10
H -3.893066 6.239893 3.879874 0.0 0.0 0.1 0.07
H -3.909366 -3.356907 -0.928426 0.0 -0.1 0.0 0.11
H 2.101534 1.839693 -4.878226 0.1 -0.1 0.0 0.09
H -4.948266 -3.506707 4.806674 0.0 -0.1 0.0 0.10
H 4.421334 3.305793 -0.191626 0.0 0.0 0.0 0.10
H 6.717934 -3.077007 -5.066926 0.0 0.0 0.0 0.09
H 3.744734 -5.748907 -0.856726 0.0 -0.1 0.0 0.10
H -0.503666 6.681193 -1.035126 0.0 0.0 -0.1 0.10
H -4.686966 4.435293 4.424474 0.0 0.2 0.0 0.10
H 0.070734 2.518593 -6.090626 0.0 0.0 -0.1 0.09
H 2.024434 1.437793 -2.452026 0.0 0.0 -0.1 0.05